(1)
Molecular formula: C3H6N4O
Method: DFT, ωB97M-V/def2-TZVPD

The geometry in XYZ format:
```
14
Properties=species:S:1:pos:R:3:mulliken_charge:R:1
H -1.5978 0.9922 -0.0631 0.3408
N -2.1612 0.2390 -0.6419 -0.6314
C -1.7432 -0.9813 -0.8338 -0.0523
N -0.3719 -1.6250 -0.6779 -0.2193
C 0.7738 -0.7440 -0.3688 0.4906
N 2.0218 -0.8585 -0.6299 -0.5592
H 2.0128 -1.5206 -1.5011 0.2840
O 0.0975 0.0915 0.8634 -0.3252
N 1.0402 1.3410 0.9691 -0.2923
C 0.5180 2.4670 1.2922 -0.2064
H -2.4608 -1.5457 -1.3267 0.4273
H -0.0814 -2.6276 -0.7590 0.2548
H 1.0003 3.5245 1.3418 0.2776
H -0.6474 2.3203 1.7278 0.2110
```

Computed properties:
Kohn-Sham gap = 10.11 eV
Strongest force on any atom = 5.16 eV/A
E_tot = -411.96485 hartree
Relative energy (zero: lowest compared OMol25 entry of this formula, charge and spin) = 6.642 eV
Structure (SMILES) = [H]/N=C\N/C(=N\[H])ON=C
Total charge = 0

---

(2)
Molecular formula: C2H9N2O
Method: DFT, ωB97M-V/def2-TZVPD

The geometry in XYZ format:
```
14
Properties=species:S:1:pos:R:3:mulliken_charge:R:1
C -0.1655 -0.6203 -0.4988 -0.6423
C 0.3722 -0.3987 -1.7394 -0.0014
N -0.4104 -0.1492 -2.7896 -0.3298
N 0.2680 0.3586 0.6251 -0.3748
H -0.8127 -1.4243 -0.2827 0.4329
H 1.3956 -0.2913 -2.0046 0.3692
H 0.0410 -0.1810 -3.6667 0.2356
H -1.4296 -0.1505 -2.8896 0.2573
H 1.1437 0.7218 0.5642 0.3682
H -0.3234 1.2946 0.6347 0.3938
H 0.1792 -0.0592 1.6428 0.3197
H -0.3079 -0.3864 3.5773 0.3293
H 0.2690 0.8724 4.1430 0.3082
O -0.0498 0.5316 3.3578 -0.6659
```

Computed properties:
Kohn-Sham gap = 8.67 eV
Strongest force on any atom = 5.34 eV/A
E_tot = -266.02456 hartree
Relative energy (zero: lowest compared OMol25 entry of this formula, charge and spin) = 3.459 eV
Total charge = +1

---

(3)
Molecular formula: C4H5FN2
Method: DFT, ωB97M-V/def2-TZVPD

The geometry in XYZ format:
```
12
Properties=species:S:1:pos:R:3:mulliken_charge:R:1
C 1.5149 -1.0169 0.5937 -0.9771
C 0.4407 -0.1812 -0.0227 0.5218
N 0.5326 0.6729 -1.0110 -0.6300
C -0.7023 1.2405 -1.1382 0.3191
F -0.9630 2.1432 -2.0723 -0.2522
C -1.5873 0.7407 -0.2604 -0.3528
N -0.8539 -0.1837 0.4795 -0.0573
H 1.6741 -0.7568 1.6594 0.2918
H 2.4673 -0.8069 0.0824 0.2821
H 1.3278 -2.1159 0.4954 0.2849
H -2.6271 1.0067 -0.0471 0.3744
H -1.2238 -0.7425 1.2413 0.1952
```

Computed properties:
Kohn-Sham gap = 9.49 eV
Strongest force on any atom = 1.57 eV/A
E_tot = -364.80112 hartree
Relative energy (zero: lowest compared OMol25 entry of this formula, charge and spin) = 0.060 eV
Structure (SMILES) = Cc1nc(F)c[nH]1
Total charge = 0

---

(4)
Molecular formula: C2H4O2S
Method: DFT, ωB97M-V/def2-TZVPD

The geometry in XYZ format:
```
9
Properties=species:S:1:pos:R:3:mulliken_charge:R:1
O -2.5081 1.2199 0.0926 -0.5818
S -1.7582 -0.0050 -0.0671 0.9170
O -2.5907 -1.1906 0.0066 -0.5815
C -0.2447 -0.0185 -0.8486 -0.4399
C -0.2833 0.0298 0.8816 -0.5258
H 0.1738 0.8409 -1.3569 0.2918
H 0.1194 -0.9492 -1.3160 0.3209
H 0.2383 -0.8552 1.2843 0.2783
H -0.1977 0.9021 1.5217 0.3209
```

Computed properties:
Kohn-Sham gap = 11.37 eV
Strongest force on any atom = 3.95 eV/A
E_tot = -627.17152 hartree
Relative energy (zero: lowest compared OMol25 entry of this formula, charge and spin) = 3.064 eV
Structure (SMILES) = O=S1(=O)CC1
Total charge = 0

---

(5)
Molecular formula: C5H11NO2S
Method: DFT, ωB97M-V/def2-TZVPD

The geometry in XYZ format:
```
20
Properties=species:S:1:pos:R:3:mulliken_charge:R:1
C 1.0412 -0.6968 -1.3509 -0.8849
C -0.3457 -0.6770 -0.7377 0.0437
C -0.4091 0.5087 0.3293 0.4073
C -0.7577 1.8613 -0.2393 -1.2429
C -0.8739 0.2474 1.7943 -1.2394
N -0.6718 -2.0309 -0.2758 -0.7789
O 2.5418 1.3270 -0.1346 -0.5565
O 2.3602 -0.7958 0.9804 -0.5333
S 1.7940 0.1712 0.1349 0.9108
H 1.4908 -1.6497 -1.4617 0.6097
H 1.1810 -0.1320 -2.3751 0.2413
H -1.2174 -0.4994 -1.3643 0.3575
H -0.2488 2.0896 -1.2690 0.2848
H -0.4356 2.7146 0.3502 0.3332
H -1.8899 1.7888 -0.2560 0.3967
H -1.7530 0.8460 1.7995 0.4154
H -0.1782 0.6039 2.4879 0.3147
H -1.2529 -0.7855 2.0524 0.3368
H -0.1480 -2.2934 0.5772 0.2875
H -0.2270 -2.5980 -1.0416 0.2967
```

Computed properties:
Kohn-Sham gap (alpha / beta) = 6.39 / 7.47 eV
2S+1 = 3
Strongest force on any atom = 4.85 eV/A
E_tot = -800.30281 hartree
Relative energy (zero: lowest compared OMol25 entry of this formula, charge and spin) = 0.238 eV
Total charge = 0

---

(6)
Molecular formula: C2H16NO4
Method: DFT, ωB97M-V/def2-TZVPD

The geometry in XYZ format:
```
23
Properties=species:S:1:pos:R:3:mulliken_charge:R:1
C 2.1033 -0.6357 1.0085 -0.8251
N 1.1380 0.5171 0.7305 -0.0674
C 0.6949 1.1983 1.9913 -0.8404
H 2.5347 -0.4655 1.9825 0.3541
H 1.4640 -1.5102 0.8996 0.3361
H 2.6717 -0.6985 0.0728 0.3579
H 0.2129 0.4828 0.2520 0.3119
H 1.5385 1.3219 0.2280 0.3875
H 1.2048 2.1350 2.2324 0.3979
H 0.9283 0.6943 2.9509 0.3354
H -0.3866 1.1459 1.9622 0.2654
H -0.8665 -0.1763 -3.2239 0.2801
H -1.8200 0.3622 -4.0782 0.3223
O -1.3203 0.6749 -3.3081 -0.6046
H 0.7827 -3.0468 -1.3587 0.3121
H -0.0737 -4.2396 -0.9528 0.3038
O 0.2843 -3.4077 -0.6185 -0.6051
H -1.7699 -1.1108 0.6857 0.2629
H -2.3935 0.2356 0.8080 0.2762
O -1.5263 -0.1883 0.8572 -0.5900
H -1.7029 2.0761 -1.8189 0.3116
H -2.1935 2.5677 -0.4318 0.2960
O -1.5048 2.0676 -0.8706 -0.5785
```

Computed properties:
Kohn-Sham gap = 11.56 eV
Strongest force on any atom = 3.48 eV/A
E_tot = -441.23550 hartree
Relative energy (zero: lowest compared OMol25 entry of this formula, charge and spin) = 1.957 eV
Total charge = +1

---

(7)
Molecular formula: C15H20ClN4O2S
Method: DFT, ωB97M-V/def2-TZVPD

The geometry in XYZ format:
```
43
Properties=species:S:1:pos:R:3:mulliken_charge:R:1
C -4.6242 -2.3872 -0.9049 -1.1535
C -3.4053 -3.0683 -0.4156 -1.0544
C -2.7806 -1.8474 0.5456 0.2044
C -3.6842 -1.5185 1.7857 -1.5162
C -2.3985 -0.4759 -0.0264 0.3896
N -1.7763 -0.6950 -1.2401 0.3076
C -1.5624 0.3135 0.6249 -0.4394
N -0.7191 -0.0144 1.7477 -0.0774
N 0.0932 0.9612 1.9396 -0.5539
C -0.4789 2.0211 1.2392 0.3570
S 0.1879 3.6932 0.9456 -0.0903
C 0.0453 3.5152 -1.1073 -0.8753
C 0.2204 2.1831 -1.2849 0.2430
O -0.5304 1.5669 -1.9915 -0.7122
N 1.4314 1.6117 -0.8428 0.0148
C 1.8428 0.3631 -1.2810 0.1275
C 1.5065 -0.6809 -2.0155 -0.0807
C 1.7312 -2.0224 -1.9219 -0.4264
C 2.5436 -2.3389 -0.9869 0.0217
C 2.8920 -1.8403 0.0822 0.0252
Cl 3.7309 -2.4040 1.4054 -0.1652
C 2.6374 -0.2855 0.0367 -0.5414
O -1.3927 1.7492 0.3657 -0.2759
H -4.9589 -3.2115 -1.5635 0.3807
H -5.2650 -1.9539 -0.3099 0.4135
H -4.4084 -1.6090 -1.7124 0.3114
H -2.7628 -3.3568 -0.9395 0.8735
H -3.8086 -3.8703 0.5191 0.3284
H -1.7995 -2.4790 0.9237 0.1685
H -3.0503 -0.9578 2.5689 0.3790
H -4.6038 -0.8353 1.6067 0.3259
H -4.0036 -2.3631 2.2959 0.4903
H -3.3472 0.0283 -0.3109 0.4156
H -1.1427 0.0090 -1.5635 -0.1152
H -2.4257 -1.1589 -1.7973 0.5072
H -0.9842 -1.5183 -1.1256 0.4022
H 0.8743 4.2095 -1.5746 0.3488
H -0.8987 3.8585 -1.0779 0.5078
H 2.1453 2.3520 -0.4210 0.4410
H 0.9806 -0.1274 -3.0011 0.2142
H 1.5119 -2.6587 -2.9809 0.2236
H 2.8053 -3.5036 -0.9005 0.1615
H 2.8060 0.2724 0.8649 0.4933
```

Computed properties:
Kohn-Sham gap = 7.63 eV
Strongest force on any atom = 18.83 eV/A
E_tot = -1810.72106 hartree
Structure (SMILES) = CC[C@H](C)[C@H]([NH3+])c1nnc(SCC(=O)Nc2cccc(Cl)c2)o1
Total charge = +1

---

total charge of number 3 (C4H5FN2)? 0